No. 1
2 unconnected molecules or ions with the total composition C4H12N3S. Source: the OMol25 dataset; level of theory: ωB97M-V with the def2-TZVPD basis set.

CARTESIAN COORDINATES (ANGSTROEM)
C 0.79 1.67 -0.44
C -3.11 0.04 0.37
C 3.41 -0.25 0.40
C -1.56 -1.98 -0.15
N 0.27 0.33 -0.42
N -2.31 -0.95 -0.34
N 0.75 -0.75 -0.12
S 2.11 -1.52 0.27
H 1.13 1.83 -1.37
H 1.63 1.74 0.38
H 0.02 2.30 -0.31
H -2.62 0.95 0.28
H -4.08 -0.11 0.12
H -3.00 -0.27 1.39
H 3.60 0.01 -0.55
H 4.30 -0.77 0.95
H 3.09 0.51 0.98
H -1.13 -2.53 -0.92
H -1.38 -2.22 0.83
H -2.44 -0.67 -1.29

As for the energy relative to the best compared isomer or geometry (same formula, charge and spin): 4.848 eV. The net charge is +1. For the HOMO energy (alpha / beta), the calculation gives -0.4458 / -0.4458 Ha. The value obtained for the frontier orbital gap (alpha / beta) is 0.30285 / 0.30286 hartree.

No. 2
2 unconnected molecules or ions with the total composition C6H13Cl. Source: the OMol25 dataset; level of theory: ωB97M-V with the def2-TZVPD basis set.

CARTESIAN COORDINATES (ANGSTROEM)
C 1.82 -0.52 0.48
C 1.18 2.14 0.29
C -1.46 0.20 1.53
C -1.29 -1.51 -0.25
C 1.27 0.70 -0.18
C -1.32 -0.03 0.04
Cl -2.28 1.06 -0.91
H 2.89 -0.52 0.14
H 1.34 -1.47 0.16
H 1.67 -0.40 1.49
H 0.19 2.46 0.00
H 1.87 2.75 -0.10
H 1.12 2.19 1.38
H -2.51 0.11 1.74
H -1.15 -0.69 2.01
H -1.03 1.05 1.99
H -2.27 -1.98 0.01
H -0.39 -1.89 0.13
H -1.28 -1.77 -1.28
H 1.13 0.57 -1.21

As for the energy relative to the best compared isomer or geometry (same formula, charge and spin): 2.509 eV. For the HOMO energy (alpha / beta), the calculation gives -0.2691 / -0.2797 Ha. The value obtained for the frontier orbital gap (alpha / beta) is 0.28960 / 0.31323 hartree.